[1]
Below is a cluster of 8 separate species, C49H116N8O5 in total, with properties calculated with the ωB97M-V functional and the def2-TZVPD basis.

Molar mass in g/mol: 897.52
HOMO-LUMO gap (alpha / beta) in eV: 8.53 / 4.46
<S²>: 0.758
LUMO (alpha / beta) in eV: -15.264 / -19.328

Geometry as ORCA input:
```
! RIJCOSX wB97M-V def2-TZVPD def2/J DEFGRID3
* xyz 7 2
C -0.64 4.10 -5.22
N -1.77 3.16 -4.77
C -3.13 3.55 -5.58
C -1.33 1.70 -5.09
C -2.22 3.26 -3.33
C -1.32 2.53 -2.29
O 0.05 3.00 -2.33
H -0.47 3.84 -6.27
H 0.22 4.02 -4.56
H -1.00 5.12 -5.10
H -2.92 3.61 -6.65
H -3.45 4.57 -5.38
H -3.86 2.74 -5.58
H -2.22 1.11 -4.85
H -0.42 1.47 -4.53
H -1.15 1.71 -6.16
H -3.25 2.92 -3.26
H -2.21 4.34 -3.15
H -1.40 1.44 -2.32
H -1.57 2.74 -1.25
H 0.53 2.48 -1.69
C 0.70 0.16 -8.17
C 2.02 -0.43 -7.64
C 2.77 0.60 -6.65
O 2.04 0.95 -5.47
C 2.71 1.53 -4.37
N 1.55 -1.64 -6.87
H 1.16 -2.28 -7.54
H 2.34 -2.06 -6.40
H 0.76 -1.44 -6.27
H -0.08 0.15 -7.42
H 0.27 -0.36 -9.02
H 0.90 1.16 -8.56
H 2.76 -0.84 -8.33
H 3.05 1.43 -7.30
H 3.75 0.23 -6.37
H 3.27 0.81 -3.78
H 1.91 2.06 -3.86
H 3.38 2.33 -4.69
C -2.07 0.46 1.39
C -3.24 0.36 2.44
C -4.38 -0.38 1.86
N -5.57 -0.70 2.82
C -5.20 -1.39 4.19
C -6.25 0.71 3.14
C -7.77 0.49 2.98
C -7.88 -0.63 2.02
C -6.67 -1.50 2.05
H -2.33 1.17 0.61
H -1.95 -0.50 0.89
H -1.15 0.70 1.92
H -3.58 1.37 2.67
H -2.82 -0.13 3.33
H -4.21 -1.41 1.56
H -4.95 -0.02 1.00
H -4.77 -0.61 4.80
H -4.43 -2.13 3.95
H -6.08 -1.93 4.53
H -5.92 1.02 4.12
H -5.87 1.48 2.46
H -8.35 0.29 3.89
H -8.29 1.35 2.56
H -8.68 -1.31 2.34
H -8.15 -0.48 0.97
H -6.74 -2.48 2.53
H -6.26 -1.71 1.06
C 0.06 -1.98 2.44
C -0.88 -3.05 2.93
C -0.28 -3.86 4.15
N -1.20 -5.02 4.56
C -2.60 -4.49 4.67
C -0.73 -5.62 5.99
C -0.40 -7.07 5.67
C -0.11 -7.16 4.19
C -1.00 -6.17 3.52
H 1.07 -2.27 2.74
H -0.08 -0.99 2.86
H 0.13 -1.96 1.35
H -1.17 -3.74 2.15
H -1.76 -2.54 3.31
H -0.26 -3.29 5.08
H 0.69 -4.29 3.87
H -2.64 -3.61 5.32
H -3.08 -5.22 5.31
H -3.14 -4.40 3.72
H -1.57 -5.77 6.67
H 0.09 -5.04 6.40
H -1.19 -7.76 5.95
H 0.44 -7.51 6.21
H -0.31 -8.19 3.93
H 0.95 -6.94 4.02
H -1.95 -6.70 3.44
H -0.75 -5.84 2.51
C 2.37 -5.19 1.26
C 1.66 -4.16 0.36
C 1.30 -4.71 -1.09
N 0.46 -3.86 -2.03
C 0.50 -4.45 -3.48
C 0.85 -2.35 -2.13
C -0.41 -1.57 -1.93
C -1.60 -2.52 -1.91
C -0.98 -3.81 -1.52
H 3.14 -5.77 0.76
H 1.70 -5.90 1.73
H 2.90 -4.73 2.09
H 2.39 -3.35 0.46
H 0.73 -3.79 0.79
H 0.73 -5.64 -1.20
H 2.20 -4.89 -1.67
H 1.51 -4.29 -3.85
H -0.45 -4.09 -3.88
H 0.40 -5.54 -3.51
H 1.23 -2.08 -3.12
H 1.66 -2.14 -1.44
H -0.37 -0.78 -2.68
H -0.25 -1.05 -0.99
H -2.11 -2.43 -2.87
H -2.44 -2.19 -1.31
H -1.45 -4.69 -1.94
H -1.00 -3.78 -0.43
C 4.95 3.69 1.58
C 5.99 2.57 1.30
C 5.51 1.71 0.10
N 6.59 0.60 -0.41
C 7.82 1.27 -1.06
C 5.88 -0.29 -1.43
C 5.15 -1.36 -0.55
C 6.10 -1.64 0.62
C 7.04 -0.44 0.69
H 3.93 3.34 1.42
H 5.13 4.57 0.97
H 4.97 3.98 2.63
H 6.16 1.92 2.15
H 7.02 2.92 1.22
H 5.26 2.29 -0.78
H 4.69 1.14 0.52
H 8.42 0.64 -1.72
H 8.22 1.57 -0.10
H 7.47 2.18 -1.55
H 6.66 -0.81 -1.99
H 5.35 0.28 -2.20
H 5.07 -2.18 -1.26
H 4.11 -1.14 -0.30
H 6.66 -2.51 0.28
H 5.64 -1.83 1.59
H 8.07 -0.72 0.50
H 6.93 0.06 1.66
C -4.21 4.41 1.53
C -2.90 4.52 2.27
C -2.11 5.88 1.98
N -0.58 5.76 2.38
C -0.45 5.41 3.92
C 0.17 7.07 2.19
C 1.59 6.72 1.82
C 1.68 5.18 1.83
C 0.21 4.83 1.51
H -4.19 4.07 0.50
H -4.69 5.38 1.41
H -4.73 3.61 2.05
H -2.22 3.73 1.95
H -3.08 4.52 3.35
H -2.70 6.75 2.26
H -1.99 5.85 0.90
H 0.40 5.83 4.46
H -0.28 4.34 4.04
H -1.32 5.74 4.49
H 0.05 7.53 3.18
H -0.35 7.62 1.41
H 2.24 7.25 2.52
H 1.83 7.03 0.79
H 1.98 4.77 2.80
H 2.37 4.97 1.01
H 0.11 3.78 1.79
H -0.04 5.01 0.46
N 1.78 0.77 -0.02
O 1.84 -0.17 0.77
O 2.72 0.84 -0.86
O 0.89 1.59 0.02
*
```

---

[2]
Below is a cluster of 13 separate species, C49H125N7O13 in total, with properties calculated with the ωB97M-V functional and the def2-TZVPD basis.

Molar mass in g/mol: 1020.58
Energy relative to the best compared isomer or geometry (same formula, charge and spin) in eV: 0.000
HOMO-LUMO gap in eV: 8.40
LUMO in eV: 0.387

Geometry as ORCA input:
```
! RIJCOSX wB97M-V def2-TZVPD def2/J DEFGRID3
* xyz 0 1
C 2.03 0.79 8.42
C 2.92 0.67 7.20
C 2.84 -0.81 6.78
C 3.41 -1.13 5.40
C 2.74 -0.24 4.36
C 2.65 1.26 4.73
N 2.30 1.44 6.12
O 2.31 2.83 6.43
C 3.99 1.86 4.30
C 1.53 1.82 3.83
C 4.35 1.07 7.55
H 2.07 1.79 8.87
H 2.38 0.17 9.25
H 0.99 0.54 8.21
H 3.44 -1.36 7.51
H 1.82 -1.17 6.84
H 3.08 -2.16 5.23
H 4.49 -1.04 5.32
H 1.81 -0.73 4.03
H 3.31 -0.28 3.42
H 4.22 2.85 4.72
H 4.84 1.25 4.63
H 4.08 1.90 3.22
H 0.62 1.26 4.00
H 1.37 2.88 4.07
H 1.86 1.74 2.80
H 4.76 0.43 8.33
H 4.35 2.07 8.00
H 5.03 1.11 6.70
H 3.24 3.11 6.39
C 1.17 4.76 -0.44
C 1.91 3.66 -1.25
C 1.91 4.12 -2.71
C 2.93 5.19 -3.05
C 4.28 4.63 -2.67
C 4.38 4.30 -1.19
N 3.30 3.41 -0.82
O 3.36 3.03 0.54
C 5.73 3.59 -0.97
C 4.42 5.60 -0.36
C 1.12 2.36 -1.18
H 0.09 4.66 -0.55
H 1.40 5.74 -0.85
H 1.38 4.72 0.63
H 2.07 3.28 -3.41
H 0.89 4.44 -2.93
H 2.69 6.12 -2.53
H 2.94 5.46 -4.11
H 5.13 5.25 -2.95
H 4.41 3.69 -3.22
H 5.73 2.63 -1.50
H 6.51 4.24 -1.36
H 5.91 3.28 0.06
H 3.46 6.11 -0.47
H 4.60 5.40 0.70
H 5.19 6.27 -0.75
H 0.92 2.09 -0.14
H 1.68 1.60 -1.71
H 0.12 2.47 -1.60
H 2.94 3.74 1.05
C -2.10 6.74 -6.74
C -2.43 6.36 -5.30
C -3.42 7.40 -4.72
C -4.29 6.88 -3.61
C -5.03 5.60 -3.98
C -4.10 4.48 -4.47
N -3.06 5.03 -5.30
O -2.19 4.01 -5.77
C -3.58 3.69 -3.26
C -4.95 3.53 -5.33
C -1.18 6.37 -4.44
H -1.47 7.64 -6.74
H -2.96 6.98 -7.36
H -1.49 5.99 -7.24
H -2.80 8.19 -4.29
H -3.96 7.88 -5.53
H -5.06 7.63 -3.39
H -3.81 6.79 -2.63
H -5.74 5.84 -4.77
H -5.59 5.25 -3.12
H -3.02 2.82 -3.58
H -2.95 4.33 -2.64
H -4.42 3.42 -2.63
H -4.35 2.68 -5.65
H -5.81 3.19 -4.75
H -5.39 4.06 -6.18
H -0.41 5.64 -4.71
H -1.37 6.14 -3.38
H -0.66 7.33 -4.44
H -2.29 4.05 -6.73
C 4.26 -0.06 -0.16
O 3.89 0.55 -1.38
H 4.52 0.69 0.59
H 3.43 -0.66 0.25
H 5.11 -0.72 -0.35
H 3.57 1.46 -1.21
C -2.48 -3.39 3.69
O -2.94 -4.37 2.78
H -1.55 -3.71 4.18
H -2.24 -2.43 3.22
H -3.25 -3.23 4.44
H -2.14 -4.75 2.40
C -2.84 -5.93 -1.94
O -1.47 -5.85 -2.30
H -3.24 -6.94 -2.02
H -2.94 -5.57 -0.92
H -3.43 -5.22 -2.52
H -1.41 -5.84 -3.26
C -1.32 -2.58 -5.90
O -0.53 -2.93 -4.78
H -0.99 -3.09 -6.81
H -2.34 -2.91 -5.67
H -1.36 -1.51 -6.13
H 0.38 -3.05 -5.03
C -4.55 -0.83 -4.83
O -5.86 -1.07 -4.40
H -4.23 0.22 -4.86
H -3.81 -1.35 -4.21
H -4.50 -1.17 -5.87
H -5.85 -1.24 -3.44
C -4.34 -2.16 -1.52
O -5.63 -1.52 -1.64
H -3.61 -1.42 -1.19
H -4.42 -2.96 -0.78
H -3.95 -2.61 -2.43
H -5.57 -0.92 -0.87
C 0.26 -1.82 1.26
C -0.72 -2.48 0.33
C -0.50 -2.03 -1.11
O -1.03 -0.72 -1.20
C -1.13 -0.15 -2.50
N -0.52 -3.94 0.45
H 0.07 -0.75 1.42
H 1.31 -1.95 0.96
H 0.25 -2.21 2.28
H -1.74 -2.24 0.64
H -1.06 -2.67 -1.82
H 0.56 -2.09 -1.39
H -2.02 0.49 -2.43
H -1.38 -0.88 -3.27
H -0.25 0.46 -2.68
H -1.06 -4.42 -0.27
H 0.46 -4.07 0.18
C -5.11 1.79 0.18
C -4.92 0.63 1.14
C -4.87 1.05 2.60
O -5.05 -0.08 3.42
C -5.29 0.25 4.76
N -6.07 -0.32 0.93
H -5.12 1.34 -0.82
H -4.28 2.51 0.17
H -5.98 2.40 0.39
H -4.03 0.05 0.88
H -5.63 1.82 2.81
H -3.87 1.44 2.84
H -5.51 -0.68 5.28
H -6.13 0.95 4.84
H -4.44 0.79 5.20
H -6.93 0.21 0.89
H -6.09 -0.87 1.78
C 1.24 -6.84 4.83
C 1.29 -5.67 3.85
C 2.66 -5.00 3.78
O 2.46 -3.92 2.85
C 3.57 -3.74 2.01
N 0.87 -6.11 2.54
H 1.61 -6.52 5.81
H 1.84 -7.71 4.52
H 0.22 -7.19 4.93
H 0.63 -4.90 4.28
H 3.43 -5.72 3.48
H 2.94 -4.63 4.77
H 4.59 -3.83 2.41
H 3.55 -2.73 1.60
H 3.53 -4.47 1.19
H -0.13 -6.20 2.41
H 1.06 -5.35 1.89
C 4.13 -5.78 -1.72
C 2.70 -6.30 -1.65
C 2.41 -7.16 -0.46
O 3.29 -8.26 -0.45
C 3.02 -9.13 0.62
N 1.72 -5.18 -1.68
H 4.78 -6.66 -1.70
H 4.34 -5.15 -0.85
H 4.29 -5.25 -2.66
H 2.57 -6.82 -2.62
H 1.38 -7.54 -0.44
H 2.57 -6.51 0.41
H 3.90 -9.75 0.78
H 2.15 -9.76 0.37
H 2.76 -8.58 1.53
H 1.89 -4.64 -2.52
H 0.76 -5.50 -1.63
*
```